ORCA calculation (ωB97M-V/def2-TZVPD) on a molecular structure, C3H6N2O2 in a non-equilibrium geometry.

Values from the calculation:
molecular weight	102.09	g mol⁻¹
HOMO energy	-9.086	eV
LUMO energy	-0.2931	eV
ΔE to the lowest compared entry with this formula, charge and spin	500.03	kJ/mol
HOMO-LUMO gap	8.8	eV

Element x y z (Å)
H -0.25 1.40 1.40
N -0.73 -0.96 -0.51
C 0.03 1.57 0.05
O 1.91 -1.76 0.17
O 2.50 0.43 -0.28
H 1.11 -2.27 -0.12
N -2.10 -0.67 -0.06
C 0.25 0.00 -0.29
H -2.37 0.23 0.38
C 1.62 -0.46 -0.12
H -0.57 2.10 -0.67
H -2.46 -1.72 0.17
H 1.05 2.11 -0.11

ORCA calculation (ωB97M-V/def2-TZVPD) on a molecular structure, C36H56N11OPSSn.

Values from the calculation:
molecular weight	840.67	g mol⁻¹
HOMO energy	-12.408	eV
LUMO energy	-5.5673	eV
ΔE to the lowest compared entry with this formula, charge and spin	117.31	kJ/mol
HOMO-LUMO gap	6.8	eV
charge	+2

Element x y z (Å)
H -1.78 0.52 -6.19
N -3.89 -2.22 -3.54
C -0.46 -0.16 -4.61
H -2.01 4.04 4.90
H -1.06 -0.83 -2.64
H 3.07 1.93 -0.53
H 3.64 3.90 0.67
H 3.29 -4.23 -3.43
C 2.73 3.41 1.02
H -1.39 3.79 0.77
C -1.63 0.68 -5.12
Sn -2.25 -1.27 0.60
S 1.18 -1.68 2.12
H 1.74 5.22 0.34
C -0.53 2.33 -3.55
H -0.77 2.59 -5.68
H -2.48 2.45 1.15
H 4.27 -5.46 1.26
H -2.54 0.38 -4.61
N -1.82 -4.45 -2.73
O 1.68 -2.50 0.75
C -1.34 2.16 -4.85
C -3.56 5.01 -0.87
C 0.86 3.55 -0.67
H -2.63 5.55 -1.03
C -1.29 0.82 4.00
C -0.82 -5.06 -2.01
H 1.37 -1.97 6.03
C 4.06 -5.20 0.23
C -3.32 2.62 -1.66
C -0.40 -0.09 -3.08
N -2.06 2.74 -0.91
H -0.21 2.35 4.90
C 3.54 -3.20 5.06
C 2.33 -2.60 3.06
H 0.91 1.43 1.56
H 0.69 -1.39 4.52
H 3.36 1.33 1.09
H 2.53 0.33 4.34
C 3.22 -4.12 -0.06
N 0.42 2.18 -0.36
H -2.23 -4.81 -3.57
N -1.42 -3.16 -0.99
H 3.24 -0.28 5.85
H -3.35 4.95 1.28
H 2.78 3.40 2.11
H -0.56 -1.21 -4.91
H -3.26 4.36 -2.92
H 1.65 0.49 5.87
C 4.61 -5.93 -0.81
H -2.27 2.72 -4.78
C 1.29 1.41 0.53
N 3.03 -3.46 2.29
H 0.00 4.13 -1.00
C 2.66 -3.36 1.04
C 1.49 4.19 0.56
H 5.17 -2.79 3.70
C -3.47 4.25 0.45
C -1.25 2.03 4.83
N -1.34 -0.12 3.35
C -0.59 -4.25 -0.94
H 5.04 -1.63 5.03
C -3.22 -2.38 -2.38
H -5.21 -0.06 -1.53
C 4.33 -5.57 -2.12
C -2.12 3.16 4.27
H -4.86 3.98 -2.29
H -1.81 3.41 3.26
N -1.28 0.18 -0.25
H -4.07 2.11 -1.04
C -2.30 3.27 0.45
H 5.66 -3.25 5.33
C 2.70 1.97 0.50
H -3.16 2.01 -2.55
N -0.84 1.24 -2.63
H 0.46 0.21 -5.05
N -3.67 -1.56 -1.46
P -0.96 1.50 -0.99
C -3.80 4.02 -2.03
H 3.31 -3.10 6.12
H 0.74 4.21 1.36
C 3.49 -4.50 -2.41
N 2.48 -2.46 4.34
H -0.38 -5.99 -2.32
C 2.94 -3.77 -1.38
H -5.48 -0.89 -4.14
C 2.31 -0.16 5.29
H 0.11 -4.40 -0.14
H -3.74 -2.71 -4.41
H -4.41 3.72 0.63
C -4.65 -0.81 -2.07
H 1.28 0.37 0.21
H 2.30 -2.91 -1.59
H -0.78 3.27 -3.08
H 5.26 -6.76 -0.60
H 0.55 2.35 -3.77
H 1.58 3.55 -1.49
H -3.17 2.87 4.25
C 1.63 -1.51 5.08
H -4.36 5.75 -0.83
C -2.15 -3.32 -2.07
H 4.77 -6.14 -2.93
H 3.46 -4.25 4.80
H -1.58 1.76 5.84
C -4.81 -1.22 -3.35
C 4.94 -2.68 4.75
H 0.62 -0.31 -2.74